Entry 1:
Formula: C14H18N2O5
Source: the OMol25 dataset
Level of theory: the ωB97M-V functional and the def2-TZVPD basis

M	294.31	Da
maximum force	1.9	eV/Å
frontier orbital gap	8.347	eV
relative energy (zero: lowest compared OMol25 entry of this formula, charge and spin)	87.71	kcal per mole
structure (SMILES)	COc1ccc([C@@H]([NH2+]N)C2=C([O-])OC(C)(C)OC2=O)cc1
highest occupied orbital energy	-7.99	eV

CARTESIAN COORDINATES (ANGSTROEM)
C: -5.416 -1.879 -0.768
O: -5.159 -0.532 -0.330
C: -3.885 -0.079 -0.423
C: -3.658 1.215 0.089
C: -2.373 1.737 0.130
C: -1.263 0.958 -0.224
C: 0.138 1.482 0.107
C: 1.256 0.534 -0.113
C: 2.590 1.100 -0.118
O: 2.852 2.285 -0.132
O: 3.646 0.247 0.032
C: 3.360 -1.148 -0.208
C: 3.052 -1.406 -1.675
C: 4.606 -1.886 0.275
O: 2.290 -1.538 0.653
C: 1.198 -0.720 0.656
O: 0.273 -1.014 1.411
C: -1.506 -0.298 -0.817
C: -2.800 -0.844 -0.904
H: -6.455 -1.976 -0.458
H: -5.305 -1.986 -1.864
H: -4.777 -2.623 -0.262
H: -4.520 1.779 0.432
H: -2.245 2.769 0.463
H: 0.348 2.480 -0.384
H: 2.161 -0.867 -2.023
H: 3.924 -1.107 -2.271
H: 2.887 -2.481 -1.802
H: 4.750 -1.600 1.323
H: 4.458 -2.967 0.195
H: 5.472 -1.578 -0.318
H: -0.676 -0.943 -1.133
H: -3.011 -1.849 -1.302
N: 0.193 1.956 1.672
N: 1.266 2.746 2.259
H: 0.164 1.018 2.152
H: -0.719 2.443 1.673
H: 1.990 2.877 1.502
H: 0.895 3.694 2.504

Atom charges from the Mulliken analysis, given in e for atoms 1 to 5: -0.85, -0.44, 0.96, -0.90, -0.57



Entry 2:
Formula: C14H18N2OOsSTe
Source: the OMol25 dataset
Level of theory: the ωB97M-V functional and the def2-TZVPD basis

2S+1	2
M	580.21	Da
maximum force	1.8	eV/Å
frontier orbital gap (alpha / beta)	6.044 / 6.385	eV
relative energy (zero: lowest compared OMol25 entry of this formula, charge and spin)	16.50	kcal per mole
net charge	+1
highest occupied orbital energy (alpha / beta)	-10.75 / -10.94	eV

CARTESIAN COORDINATES (ANGSTROEM)
Os: 1.455 0.714 -0.159
O: 3.474 -0.082 -0.431
N: 4.135 -0.490 0.649
C: 5.395 -0.938 0.462
C: 6.165 -1.359 1.513
C: 5.633 -1.314 2.801
C: 4.340 -0.879 2.971
C: 3.576 -0.472 1.875
S: 1.940 0.043 2.083
H: 5.724 -0.923 -0.566
H: 7.164 -1.725 1.333
H: 6.227 -1.610 3.654
H: 3.873 -0.844 3.945
N: 2.259 2.986 -0.126
H: 1.955 3.566 -0.900
H: 3.273 2.943 -0.169
H: 2.018 3.464 0.736
C: -6.066 -0.033 -0.072
C: -4.633 -0.132 -0.498
C: -4.266 -0.797 -1.664
C: -2.950 -0.837 -2.104
C: -2.624 -1.582 -3.372
C: -1.973 -0.175 -1.343
Te: -0.027 -0.007 -2.138
C: -2.306 0.455 -0.141
C: -1.274 1.160 0.696
C: -3.630 0.468 0.261
H: -6.714 -0.613 -0.725
H: -6.390 1.009 -0.097
H: -6.193 -0.384 0.953
H: -5.026 -1.293 -2.256
H: -3.522 -2.028 -3.791
H: -1.900 -2.376 -3.180
H: -2.196 -0.913 -4.121
H: -0.409 0.501 0.875
H: -1.674 1.436 1.669
H: -0.935 2.079 0.199
H: -3.899 0.982 1.177

Atom charges from the Mulliken analysis, given in e for atoms 1 to 5: 1.05, -0.67, 0.42, -0.20, -0.70



Entry 3:
Formula: C14H18N2OOsSTe
Source: the OMol25 dataset
Level of theory: the ωB97M-V functional and the def2-TZVPD basis

2S+1	6
M	580.21	Da
maximum force	0.1	eV/Å
frontier orbital gap (alpha / beta)	7.641 / 6.582	eV
relative energy (zero: lowest compared OMol25 entry of this formula, charge and spin)	4.05	kcal per mole
net charge	+1
highest occupied orbital energy (alpha / beta)	-10.54 / -11.44	eV

CARTESIAN COORDINATES (ANGSTROEM)
Os: 1.464 0.486 -0.442
O: 2.150 0.185 1.588
N: 2.901 1.152 2.121
C: 2.991 1.186 3.469
C: 3.766 2.123 4.089
C: 4.462 3.048 3.308
C: 4.351 3.000 1.940
C: 3.553 2.030 1.324
S: 3.407 1.929 -0.396
H: 2.410 0.427 3.970
H: 3.825 2.134 5.167
H: 5.081 3.802 3.775
H: 4.870 3.703 1.306
N: 1.943 -1.687 -0.881
H: 2.681 -1.806 -1.570
H: 1.127 -2.186 -1.227
H: 2.250 -2.163 -0.035
C: -4.145 -3.193 -1.988
C: -3.305 -1.995 -1.645
C: -2.713 -1.226 -2.638
C: -1.957 -0.096 -2.343
C: -1.357 0.710 -3.464
C: -1.798 0.259 -0.999
Te: -0.624 1.969 -0.506
C: -2.380 -0.495 0.029
C: -2.207 -0.134 1.480
C: -3.123 -1.614 -0.319
H: -4.018 -3.481 -3.030
H: -5.202 -2.975 -1.828
H: -3.889 -4.046 -1.359
H: -2.851 -1.504 -3.676
H: -1.551 0.241 -4.426
H: -0.275 0.817 -3.350
H: -1.777 1.717 -3.492
H: -1.180 -0.309 1.813
H: -2.870 -0.728 2.107
H: -2.428 0.920 1.658
H: -3.583 -2.201 0.468

Atom charges from the Mulliken analysis, given in e for atoms 1 to 5: 1.41, -0.86, 0.39, -0.14, -0.75



Entry 4:
Formula: C14H18N6O3
Source: the OMol25 dataset
Level of theory: the ωB97M-V functional and the def2-TZVPD basis

M	318.34	Da
maximum force	1.1	eV/Å
frontier orbital gap	8.926	eV
relative energy (zero: lowest compared OMol25 entry of this formula, charge and spin)	14.18	kcal per mole
structure (SMILES)	COCCNc1nc(N)c([N+](=O)[O-])c(NCc2ccccc2)n1
highest occupied orbital energy	-8.78	eV

CARTESIAN COORDINATES (ANGSTROEM)
C: -5.571 -1.611 -1.015
H: -6.519 -1.449 -0.505
O: -4.566 -1.490 -0.043
C: -3.269 -1.679 -0.560
C: -2.267 -1.491 0.582
N: -2.277 -0.141 1.077
C: -1.417 0.807 0.669
N: -0.360 0.429 -0.046
C: 0.529 1.354 -0.398
N: 1.563 0.959 -1.141
H: 2.272 1.664 -1.336
C: 1.824 -0.423 -1.474
C: 2.801 -1.035 -0.500
C: 4.126 -1.248 -0.853
C: 5.018 -1.779 0.063
C: 4.594 -2.095 1.341
C: 3.274 -1.879 1.703
C: 2.382 -1.352 0.787
H: 1.353 -1.175 1.063
H: 2.940 -2.122 2.701
H: 5.290 -2.508 2.056
H: 6.047 -1.944 -0.222
H: 4.462 -0.999 -1.850
H: 0.870 -0.953 -1.436
H: 2.227 -0.457 -2.489
C: 0.356 2.730 -0.013
N: 1.269 3.713 -0.333
O: 1.075 4.877 0.033
O: 2.282 3.424 -0.982
C: -0.832 3.011 0.746
N: -1.689 2.052 1.068
N: -1.138 4.243 1.157
H: -1.976 4.362 1.697
H: -0.495 4.998 0.948
H: -3.133 0.190 1.495
H: -1.259 -1.707 0.226
H: -2.533 -2.166 1.399
H: -3.065 -0.949 -1.358
H: -3.169 -2.691 -0.982
H: -5.567 -2.609 -1.469
H: -5.450 -0.864 -1.808

Atom charges from the Mulliken analysis, given in e for atoms 1 to 5: -0.74, 0.24, -0.30, -0.54, -0.46



Entry 5:
Formula: C14H19AgN2O2S3
Source: the OMol25 dataset
Level of theory: the ωB97M-V functional and the def2-TZVPD basis

M	451.39	Da
maximum force	0.5	eV/Å
frontier orbital gap (alpha / beta)	5.572 / 5.581	eV
relative energy (zero: lowest compared OMol25 entry of this formula, charge and spin)	147.19	kcal per mole
net charge	-2
highest occupied orbital energy (alpha / beta)	-0.74 / -0.75	eV

CARTESIAN COORDINATES (ANGSTROEM)
Ag: -0.451 -0.412 0.813
C: -4.394 -0.581 0.689
C: -4.079 0.917 0.799
S: -2.569 1.313 1.740
C: -2.136 2.859 0.897
C: -1.493 2.665 -0.474
S: 0.116 1.835 -0.431
C: -1.517 0.259 -3.250
C: -2.690 -0.168 -2.817
S: -3.033 -1.682 0.210
H: -5.187 -0.655 -0.066
H: -4.850 -0.897 1.633
H: -4.915 1.410 1.310
H: -3.987 1.365 -0.192
H: -1.420 3.341 1.566
H: -3.030 3.491 0.834
H: -1.394 3.655 -0.935
H: -2.178 2.089 -1.107
H: -0.743 -0.410 -3.607
H: -1.260 1.310 -3.227
H: -2.970 -1.211 -2.781
H: -3.426 0.522 -2.422
N: 7.759 0.036 2.173
C: 6.705 -0.095 1.730
C: 5.387 -0.254 1.170
C: 5.242 -0.570 -0.180
C: 3.950 -0.709 -0.659
N: 2.857 -0.565 0.084
C: 2.991 -0.275 1.386
C: 4.254 -0.105 1.956
H: 6.102 -0.697 -0.823
H: 3.789 -0.941 -1.708
H: 2.016 -0.247 1.964
H: 4.344 0.129 3.009
O: 0.474 -0.547 2.536
C: 0.172 -2.642 -0.753
C: 0.335 -2.333 0.735
O: 0.823 -3.099 1.496
H: 0.586 -3.634 -0.958
H: 0.705 -1.876 -1.318
H: -0.884 -2.592 -1.024

Atom charges from the Mulliken analysis, given in e for atoms 1 to 5: 0.52, -0.77, -0.44, -0.06, -0.69